No. 1
The following is a DFT calculation (the ωB97M-V functional and the def2-TZVPD basis) of C18H27N7O4RbS as an isolated structure at a distorted geometry.

```
58
Properties=species:S:1:pos:R:3:forces:R:3
Rb 0.47895 1.42029 0.20757 1.478 0.522 -1.843
N 3.11724 2.79534 3.36052 -0.273 0.363 0.211
C 2.62571 1.75440 2.59398 0.594 -0.229 -0.002
S 3.68497 1.23385 1.36401 0.194 -0.425 -0.567
N 1.45329 1.31745 2.93203 -0.984 0.587 0.921
N 1.01941 0.10824 2.47740 0.638 -0.833 0.151
C -0.23096 -0.13846 2.56321 -0.092 -0.124 0.314
C -1.31344 0.74618 3.05512 -0.090 0.286 -0.125
C -1.64144 0.67361 4.39356 -0.098 -0.038 0.179
C -2.64947 1.44801 4.94714 0.036 -0.064 0.342
C -3.32914 2.33367 4.12392 -0.066 0.057 0.161
C -3.03805 2.41081 2.78194 0.019 0.141 -0.259
C -2.03308 1.61457 2.16435 -0.390 -0.303 0.933
O -1.81718 1.64735 0.90840 -0.995 -0.017 -0.355
H 3.75964 3.40830 2.88413 -0.040 -0.151 0.020
H 2.43075 3.24925 3.94411 -0.093 -0.019 0.015
H -0.51638 -1.15524 2.29100 0.147 -0.010 -0.191
H -1.08829 -0.01876 5.01876 0.043 0.008 0.061
H -2.88560 1.36765 6.00079 -0.002 0.032 0.018
H -4.09438 2.97495 4.55065 -0.053 -0.015 -0.063
H -3.58484 3.09334 2.14168 -0.004 0.014 -0.057
C -0.23742 -0.16049 -3.54827 -0.079 -0.106 -0.119
O 0.16545 1.11770 -3.13081 -0.036 0.206 0.212
C 1.33281 1.55250 -3.78429 0.249 0.357 0.014
C 1.67354 2.96352 -3.29554 -0.237 -0.311 -0.302
O 2.19954 3.00981 -1.99551 -0.144 -0.039 0.127
C 3.57228 2.68685 -1.94488 0.216 0.072 0.114
H -0.49998 -0.16053 -4.61695 0.042 0.001 0.049
H -1.11218 -0.42704 -2.96129 0.004 -0.036 -0.055
H 0.55054 -0.90093 -3.37198 -0.007 0.003 0.009
H 1.16276 1.59071 -4.87524 0.035 -0.028 0.119
H 2.15674 0.85298 -3.57997 -0.050 0.059 -0.054
H 0.74560 3.54162 -3.26754 0.067 0.001 -0.113
H 2.37153 3.42952 -4.01025 -0.087 -0.017 0.083
H 4.16247 3.43953 -2.48779 -0.038 -0.061 -0.008
H 3.76834 1.69915 -2.36819 0.035 -0.065 -0.046
H 3.85847 2.67555 -0.89423 0.010 0.004 -0.044
N -4.70669 -4.71211 0.18321 0.010 0.036 0.059
C -3.68554 -4.89624 -0.70170 -0.708 -0.620 0.065
O -3.64167 -5.87986 -1.42203 0.151 0.232 0.088
C -2.66283 -3.82775 -0.73430 0.925 0.842 -0.165
C -1.42576 -4.10709 -1.32510 -0.516 -0.122 0.229
C -0.46079 -3.12095 -1.35193 0.131 0.065 -0.023
N -0.64132 -1.89770 -0.86507 0.046 0.053 0.048
C -1.82547 -1.61667 -0.32834 0.108 0.154 0.019
C -2.85592 -2.53726 -0.22989 -0.043 -0.582 -0.209
H -5.35913 -5.46828 0.30504 0.052 0.026 -0.065
H -4.66355 -4.00411 0.89388 0.024 -0.036 -0.002
H -1.24544 -5.08855 -1.73671 0.013 -0.044 -0.039
H 0.50987 -3.31015 -1.79598 0.026 -0.079 -0.010
H -1.94947 -0.60180 0.02705 -0.136 0.198 0.186
H -3.79423 -2.22651 0.20476 -0.058 0.059 0.027
N 4.45836 -0.85790 -1.05060 0.190 -0.090 0.141
N 3.07425 -1.03043 -1.39746 -0.304 -0.071 0.177
H 4.66502 -1.30474 -0.15229 -0.213 0.227 -0.182
H 4.58545 0.13620 -0.86818 -0.077 -0.246 -0.104
H 2.45995 -0.82926 -0.59797 0.375 -0.106 -0.087
H 2.94669 -2.01407 -1.62795 0.057 0.285 -0.005
```
Positions in Å, forces in eV/Å.

Output
energy relative to the best compared isomer or geometry (same formula, charge and spin) = 62.1 kJ/mol
total charge = -1
gap between HOMO and LUMO = 5.8 eV
electronic energy = -1808.6439 Eh
molar mass = 522.99 u
LUMO level = 1.96 eV

No. 2
The following is a DFT calculation (the ωB97M-V functional and the def2-TZVPD basis) of C18H27N7O5PTi as an isolated structure at a distorted geometry.

```
59
Properties=species:S:1:pos:R:3:forces:R:3
Ti -0.29781 0.96643 0.11933 -4.383 0.565 -0.229
C 2.96929 2.43843 -2.18794 -0.325 0.002 0.140
C 1.92042 2.19476 -1.13818 0.623 0.808 0.190
N 1.21815 1.00477 -1.07589 0.809 -0.378 -0.694
N 1.55439 -0.02722 -1.84606 -0.121 -0.508 0.212
C 0.97565 -1.13475 -1.49679 0.414 1.075 0.053
O 0.18272 -1.08598 -0.34134 -0.728 -1.387 -1.008
C 1.16694 -2.38061 -2.18047 0.178 -0.931 -0.300
C 0.90825 -3.61807 -1.55703 -0.003 0.501 0.023
C 1.08287 -4.80960 -2.23441 0.037 -0.273 -0.164
C 1.52706 -4.82529 -3.55117 -0.027 0.179 0.132
C 1.81913 -3.61038 -4.16778 0.068 -0.234 -0.116
C 1.64998 -2.41500 -3.50342 -0.170 0.306 0.296
C 1.58078 3.07390 -0.13516 0.092 -0.894 -0.519
C 2.18946 4.35073 0.07449 0.037 0.514 0.254
C 1.85323 5.10509 1.15264 0.110 -0.273 -0.322
C 0.86418 4.61668 2.05420 -0.161 0.094 0.262
C 0.26174 3.41926 1.78854 0.157 0.002 -0.051
N 0.56782 2.62180 0.74459 1.438 1.757 0.838
H 3.11567 1.51747 -2.74761 0.100 0.016 -0.060
H 2.65802 3.21795 -2.89165 0.061 -0.004 -0.046
H 3.92598 2.74182 -1.75331 0.016 0.002 -0.013
H 0.59736 -3.62880 -0.52011 -0.091 -0.014 0.004
H 0.88003 -5.74725 -1.72860 -0.018 0.034 0.018
H 1.64581 -5.75930 -4.08425 0.020 -0.006 0.005
H 2.17989 -3.60853 -5.18990 -0.011 0.050 0.004
H 1.86171 -1.46877 -3.98354 0.005 -0.033 -0.051
H 2.92283 4.69375 -0.64456 0.005 0.009 0.015
H 2.32494 6.06446 1.32778 0.004 0.021 -0.035
H 0.56439 5.19601 2.91688 -0.048 -0.046 -0.005
H -0.53447 3.06484 2.43287 -0.006 -0.027 0.006
N 1.78070 0.18536 1.76198 0.133 0.080 0.005
N 1.43312 0.21292 3.10438 -0.046 -0.040 -0.097
C 0.12750 0.32284 3.48733 0.126 0.106 -0.261
O -0.22157 0.21441 4.64743 -0.104 0.011 0.082
O -0.68645 0.56024 2.46523 1.174 0.083 -0.300
H 2.22134 -0.68373 1.49982 0.017 -0.077 -0.006
H 2.33373 0.98696 1.48248 -0.010 0.045 0.009
H 2.11644 0.10133 3.83143 0.035 -0.002 0.118
N -2.35986 -2.45802 -1.17243 0.405 0.051 0.093
C -3.04249 -2.61267 0.11760 0.022 0.301 -0.145
P -3.40334 -0.88371 0.67235 -0.131 -0.265 0.356
O -4.69851 -0.44288 0.09870 -0.130 -0.066 0.051
O -2.16973 -0.05472 0.43492 0.317 -0.291 0.243
C -3.52895 -1.01309 2.52584 0.030 0.092 -0.293
N -3.08256 0.29075 3.05496 -0.697 -0.071 -0.028
H -0.64030 -1.63615 -0.54284 0.315 0.579 0.145
H -2.85884 -1.79438 -1.75733 0.100 -0.031 -0.032
H -2.25822 -3.32667 -1.67942 -0.061 -0.052 0.002
H -2.38245 -3.13268 0.81799 0.026 0.083 0.011
H -3.98440 -3.16727 0.05568 -0.033 0.045 0.040
H -2.86478 -1.79318 2.90544 0.044 0.049 -0.011
H -4.55662 -1.26609 2.79958 0.022 0.064 0.011
H -3.28872 0.40404 4.03844 0.010 0.001 0.072
H -3.53325 1.03785 2.53498 -0.134 0.062 0.094
H -1.68491 0.47316 2.73773 -0.416 -0.113 0.339
C -1.39824 2.15316 -1.00495 0.753 -1.373 0.561
H -2.48305 2.22995 -0.88262 -0.004 -0.250 -0.064
H -1.02198 2.92367 -1.68685 0.156 0.055 0.167
```
Positions in Å, forces in eV/Å.

Output
energy relative to the best compared isomer or geometry (same formula, charge and spin) = 55.7 kJ/mol
total charge = -1
gap between HOMO and LUMO (alpha / beta) = 4.8 / 4.8 eV
electronic energy = -2652.5310 Eh
molar mass = 500.30 u
LUMO level (alpha / beta) = 2.56 / 2.56 eV

No. 3
The following is a DFT calculation (the ωB97M-V functional and the def2-TZVPD basis) of C18H28BF14NO16S3Zr as an isolated structure at a distorted geometry.

```
82
Properties=species:S:1:pos:R:3:forces:R:3
Zr 0.27851 -0.04103 -2.47150 -3.614 -0.104 2.968
N 0.15198 0.47730 -0.50406 -2.059 -0.497 2.263
S 1.05405 1.32263 0.57045 7.459 3.893 -0.497
O 1.87220 0.49794 1.39464 -1.292 -0.326 -0.400
O 0.68767 2.63054 0.99231 -1.584 -1.504 -0.084
F 2.10178 1.73808 -0.59915 -0.283 -0.891 -0.636
S -1.10258 0.26481 0.75162 -5.442 -2.552 0.317
O -1.97247 1.37856 0.90094 1.575 -0.328 -0.680
O -0.65942 -0.50825 1.85825 0.941 0.829 -0.875
F -1.98684 -0.79686 -0.04973 0.803 0.687 -0.239
B -1.87894 0.00623 -3.08441 -1.411 0.054 -0.656
H -1.65193 0.64858 -2.18350 1.116 1.887 2.367
H -1.71698 -1.06036 -2.77829 1.098 -2.854 0.731
H -2.92884 0.18748 -3.49809 -1.126 0.197 -0.209
H -1.16542 0.27209 -3.91279 2.562 0.886 -2.326
C 2.40616 4.38869 -2.47155 -0.533 1.034 -0.513
C 1.46045 4.95025 -1.41259 1.882 -1.209 0.409
O 0.07346 4.93173 -1.79852 -0.581 0.836 0.194
C -0.66733 3.89892 -1.88244 0.149 -0.305 0.284
O -0.27265 2.73630 -1.82111 0.108 -1.022 -0.774
C -2.20164 4.22982 -2.01120 1.354 0.914 0.114
F -2.54865 3.95750 -3.26516 -0.430 -0.344 -0.043
F -2.87903 3.51535 -1.13458 -0.232 -0.532 -0.177
F -2.40139 5.50970 -1.75983 -0.169 -0.030 -0.153
H 2.29614 5.07512 -3.31420 0.366 -0.394 -0.347
H 2.20682 3.36668 -2.79062 -0.247 -0.009 0.105
H 3.43716 4.42254 -2.12485 -0.060 0.152 0.166
H 1.71027 5.98400 -1.19875 -0.330 0.104 -0.209
H 1.66321 4.39025 -0.49680 -0.830 0.012 0.131
C -4.99966 -2.73645 -0.81774 -0.923 -0.459 0.331
C -6.09542 -1.88053 -1.45581 -0.439 -0.159 -0.171
O -6.93217 -2.71680 -2.27780 0.650 -1.253 -0.352
C -8.03012 -2.19400 -2.81780 0.874 0.861 1.229
O -8.36556 -1.06488 -2.60879 -0.565 -0.147 -0.548
C -8.75240 -3.21015 -3.71631 0.085 0.536 0.296
F -8.65881 -2.74176 -4.96322 -0.058 -0.342 -0.259
F -8.20719 -4.41502 -3.62747 0.047 -0.164 -0.317
F -10.02342 -3.29313 -3.36900 -0.346 -0.010 -0.051
H -5.35916 -3.14206 0.12940 0.025 0.138 0.096
H -4.09502 -2.17239 -0.60104 0.014 0.064 -0.194
H -4.80120 -3.63409 -1.40365 0.247 0.285 -0.355
H -5.68044 -1.10931 -2.10397 -0.091 0.216 0.109
H -6.78935 -1.45969 -0.73117 0.431 0.452 0.180
C 1.19951 2.34723 4.24573 -0.610 0.702 -0.631
C 2.33767 1.43623 4.51167 1.519 0.548 0.092
O 1.84303 0.13298 4.81674 -1.122 -0.768 -0.547
C 2.60472 -0.93591 4.68738 0.608 0.878 1.575
O 3.78829 -0.94596 4.50718 0.129 -0.073 -1.006
C 1.91831 -2.20464 5.21900 -0.232 -0.287 -0.155
F 0.58995 -2.20679 5.11076 -0.027 0.233 0.057
F 2.36287 -3.27061 4.53969 0.159 -0.061 -0.046
F 2.26011 -2.33034 6.49944 -0.164 -0.077 -0.170
H 0.59613 2.00346 3.40314 -0.584 -0.565 0.688
H 1.46938 3.31469 3.81351 0.762 0.051 0.553
H 0.69047 2.53762 5.18888 -0.629 -0.105 -0.388
H 2.87709 1.78868 5.39433 0.175 -0.125 -0.118
H 3.04383 1.40672 3.67827 -0.030 -0.252 0.083
C 3.10212 -3.23159 -0.01586 0.680 0.129 0.383
C 1.78485 -2.80076 0.61787 1.925 0.810 -0.365
O 0.67410 -3.57944 0.16284 -0.991 -0.606 -0.692
C -0.06337 -3.22411 -0.82783 1.182 -0.353 1.373
O -0.00107 -2.11351 -1.36698 0.652 1.767 -1.974
C -1.03019 -4.34098 -1.27420 -0.052 -1.364 0.294
F -2.19418 -4.20864 -0.65938 -0.020 0.460 -0.246
F -1.16325 -4.31762 -2.59109 -0.225 0.541 -0.137
F -0.52094 -5.51970 -0.93957 0.102 0.292 -0.001
H 3.86910 -2.64008 0.49692 -0.137 0.135 0.065
H 3.29251 -3.03856 -1.07249 -0.509 -0.260 -0.128
H 3.37629 -4.24462 0.27691 -0.275 -0.173 -0.409
H 1.60820 -1.74834 0.40682 -0.246 -0.060 0.372
H 1.99294 -2.97940 1.67005 -1.116 0.017 0.186
C 5.28125 0.34475 1.74029 0.433 0.384 -0.265
C 5.36416 0.19910 0.20103 0.524 -1.315 0.534
O 5.60194 1.47856 -0.35803 -0.371 0.878 -0.002
S 5.45352 2.66804 0.74631 1.196 0.734 1.859
O 4.11015 3.19757 0.81508 0.733 -1.082 -0.548
O 6.53801 3.61413 0.70606 -1.424 -1.653 -0.572
O 5.73689 1.66781 2.00481 -0.681 1.461 -0.938
H 6.06068 -0.22272 2.24265 -0.557 -0.641 0.017
H 4.27313 0.18001 2.11519 0.159 -0.025 0.257
H 4.51405 -0.32407 -0.24496 -0.481 0.643 0.061
H 6.18194 -0.49350 -0.00827 0.405 0.581 -0.337
```
Positions in Å, forces in eV/Å.

Output
total charge = +2
gap between HOMO and LUMO = 3.2 eV
electronic energy = -4625.0257 Eh
molar mass = 978.62 u
LUMO level = -11.28 eV

No. 4
The following is a DFT calculation (the ωB97M-V functional and the def2-TZVPD basis) of C18H28BiN as an isolated structure at a distorted geometry.

```
48
Properties=species:S:1:pos:R:3:forces:R:3
C 1.52151 2.38909 -1.04508 1.680 1.065 -0.344
H 2.38423 2.69881 -0.44431 0.097 0.381 -0.511
H 1.85015 2.08121 -2.05192 -0.129 -0.322 0.453
H 2.06320 -0.79034 1.14904 1.001 0.916 -0.217
C 0.41273 3.41823 -1.05010 -0.717 -0.030 0.972
H -0.59141 2.96308 -1.12680 0.381 0.062 -0.232
H 0.42312 3.93612 -0.07941 -0.098 -0.182 -0.173
C 0.61712 4.47712 -2.14571 0.301 0.068 -0.171
H -0.28085 5.08297 -2.26177 -0.074 -0.141 0.080
H 1.42729 5.17724 -1.91276 -0.054 -0.308 0.084
H 0.84372 4.02674 -3.11183 -0.071 -0.048 -0.044
C -0.92431 -2.05603 -0.21478 -1.585 0.468 -0.458
C -1.58773 -1.32671 -1.23478 0.366 -0.726 0.672
C -0.65176 -0.99697 -2.23357 -0.852 -0.109 0.128
C 0.63026 -1.45886 -1.81534 1.244 0.014 1.576
C 0.45718 -2.15710 -0.56681 1.265 0.712 -0.659
C 1.51141 -2.91492 0.16621 0.254 -0.285 -0.032
C 1.87653 -1.39350 -2.61055 0.608 -0.127 -0.601
C -0.92239 -0.33857 -3.51960 -0.160 0.407 -0.312
C -3.02535 -0.98871 -1.24994 -0.657 0.140 -0.074
C -1.55577 -2.63307 1.00173 -0.215 -0.070 0.506
Bi 1.23476 0.47531 0.19420 -2.721 -1.937 0.171
H 2.77127 -1.62873 -2.02051 -0.207 0.040 -0.117
H 1.85577 -2.11842 -3.44081 -0.022 0.182 0.170
H 2.02237 -0.40458 -3.06861 -0.053 -0.260 0.034
H 2.52482 -2.62499 -0.15240 -0.373 -0.162 0.091
H 1.44585 -2.78087 1.25925 -0.086 -0.148 -0.379
H 1.42238 -3.99942 -0.01693 -0.098 0.279 0.024
H -2.44570 -2.04966 1.30915 0.448 -0.338 -0.207
H -1.89736 -3.67458 0.82131 0.179 0.489 0.043
H -0.86098 -2.66540 1.86422 -0.317 -0.050 -0.485
H -3.21844 -0.10629 -1.86838 -0.025 -0.136 0.148
H -3.62553 -1.80735 -1.67165 0.111 0.144 0.110
H -3.41112 -0.78902 -0.24266 0.078 -0.049 -0.227
H -0.11757 0.34060 -3.81461 0.001 -0.084 0.002
H -1.02019 -1.07323 -4.32988 0.043 -0.003 0.110
H -1.85489 0.22789 -3.49619 0.065 -0.081 -0.023
C -0.23100 0.53777 5.28695 -0.118 0.339 -0.388
C -0.72586 1.57031 4.48193 -0.041 -0.086 -0.318
C -0.58957 1.49996 3.09290 0.362 -0.536 -0.028
N 0.03100 0.44341 2.50190 0.387 0.167 0.559
C 0.49845 -0.55856 3.28924 -0.120 0.660 -0.233
C 0.39285 -0.53531 4.66812 0.053 -0.431 -0.244
H -0.32367 0.56972 6.36862 0.001 0.087 -0.175
H -1.21284 2.43905 4.91131 0.032 -0.141 0.001
H -0.96683 2.28687 2.42124 0.222 -0.418 0.460
H 1.00844 -1.39363 2.79956 -0.223 0.357 0.144
H 0.81474 -1.37668 5.21084 -0.162 0.230 0.112
```
Positions in Å, forces in eV/Å.

Output
energy relative to the best compared isomer or geometry (same formula, charge and spin) = 0.0 kJ/mol
total charge = +2
gap between HOMO and LUMO (alpha / beta) = 5.8 / 5.8 eV
electronic energy = -971.2827 Eh
molar mass = 467.41 u
LUMO level (alpha / beta) = -8.88 / -8.60 eV